Entry 1:
4
Properties=species:S:1:pos:R:3:lowdin_charge:R:1 method="wB97M-V/def2-TZVPD" e_lumo_ev=-1.42 de_lowest_kcal_mol=35.96 orbital_gap_ev=6.5
H -0.86467 -1.47242 0.21092 0.04
F -1.39502 -0.74580 -0.02606 -0.29
S -0.30494 0.86278 0.00741 0.24
S 1.14368 -0.35124 -0.00594 0.01

Entry 2:
2
Properties=species:S:1:pos:R:3:lowdin_charge:R:1 method="wB97M-V/def2-TZVPD" e_lumo_ev=-20.04 total_charge=+2 de_lowest_kcal_mol=79.60 orbital_gap_ev=4.0
In 9.75133 -28.11563 8.11547 1.67
F 11.62055 -26.54505 5.01238 0.33

Entry 3:
6
Properties=species:S:1:pos:R:3:lowdin_charge:R:1 method="wB97M-V/def2-TZVPD" e_lumo_ev=-12.81 total_charge=+4 orbital_gap_ev=9.1
Li -25.31812 12.76027 -7.83445 0.96
Li -24.39710 17.04432 -6.67694 0.94
Li -21.79720 14.52582 -2.12451 0.99
K -28.01425 16.46873 -2.87651 0.98
K -26.21758 10.88412 -3.69552 0.98
F -24.66328 14.54233 -5.02660 -0.86

Entry 4:
3
Properties=species:S:1:pos:R:3:lowdin_spin:R:1 method="wB97M-V/def2-TZVPD" e_lumo_ev="-11.92 / -11.72" total_charge=+2 s_squared=0.7511 multiplicity=2 orbital_gap_ev="3.7 / 10.8"
Mg -1.91515 -0.18770 -1.11610 0.68
Mg 1.88456 0.20840 1.01425 0.20
F 0.03059 -0.02070 0.10186 0.12

Entry 5:
6
Properties=species:S:1:pos:R:3:lowdin_charge:R:1 method="wB97M-V/def2-TZVPD" e_lumo_ev=-0.90 de_lowest_kcal_mol=12.80 orbital_gap_ev=10.3
N -1.70152 -0.03289 0.08320 -0.09
O -0.59331 0.45926 -0.56372 -0.29
O -1.57516 -0.61944 1.10466 0.02
O 1.60557 0.69684 0.88879 -0.40
F 1.42862 -0.20646 -1.56211 -0.33
S 0.83581 -0.29730 0.04918 1.09

Entry 6:
7
Properties=species:S:1:pos:R:3:lowdin_charge:R:1 method="wB97M-V/def2-TZVPD" e_lumo_ev="-3.41 / -2.31" de_lowest_kcal_mol=49.18 orbital_gap_ev="7.3 / 8.9"
N 0.58752 -1.28068 0.04062 -0.29
O 0.82662 -1.59266 1.09978 0.22
O 0.46497 -1.61353 -1.05797 0.21
O -0.89284 1.56971 1.37242 -0.31
O 0.35143 2.11027 -0.67743 -0.31
F -1.64351 0.55136 -0.74986 -0.31
S -0.27217 1.13471 0.15888 0.79

Entry 7:
3
Properties=species:S:1:pos:R:3:lowdin_charge:R:1 method="wB97M-V/def2-TZVPD" e_lumo_ev="-3.04 / -3.04" de_lowest_kcal_mol=71.72 orbital_gap_ev="7.0 / 6.9"
F 0.73929 0.90586 1.64179 -0.67
P -0.96712 -0.04756 -0.21284 0.49
S 0.22783 -0.85831 -1.42895 0.18

Entry 8:
2
Properties=species:S:1:pos:R:3:lowdin_charge:R:1 method="wB97M-V/def2-TZVPD" e_lumo_ev=-0.81 de_lowest_kcal_mol=4.70 orbital_gap_ev=7.4
Rb 1.18710 -0.59347 -0.03370 0.95
F -1.18710 0.59347 0.03370 -0.95

Entry 9:
25
Properties=species:S:1:pos:R:3:lowdin_spin:R:1 method="wB97M-V/def2-TZVPD" e_lumo_ev="-14.93 / -23.94" total_charge=+4 s_squared=12.0110 multiplicity=7 orbital_gap_ev="14.0 / 3.8"
Fe -0.16510 -0.06193 0.08738 4.43
O -0.04036 0.16133 2.18794 0.10
H -0.48603 -0.42897 2.79552 0.00
H 0.33995 0.83883 2.74704 0.00
O 2.35524 -0.38820 0.74256 0.18
H 2.58798 -0.37474 1.67093 0.00
H 3.19335 -0.46184 0.28607 0.00
O -0.66680 1.21201 -2.01471 0.57
H -1.52445 1.51842 -2.30931 0.01
H -0.12555 1.21824 -2.80416 0.00
O 0.83833 1.80873 0.14685 0.15
H 1.74939 1.83472 0.43928 0.00
H 0.64550 2.70815 -0.11790 0.00
O -1.77650 1.29296 0.52489 0.13
H -1.75846 2.04072 1.12219 0.00
H -2.59992 1.38802 0.04617 0.00
O 0.12899 -2.01900 0.79437 0.10
H 0.85676 -2.62762 0.92150 0.00
H -0.62410 -2.58050 0.61049 0.00
O -1.78991 -1.03042 -0.71294 0.08
H -2.18505 -0.96540 -1.58235 0.00
H -2.13881 -1.84501 -0.35108 0.00
O 0.80544 -0.92337 -1.49370 0.21
H 1.65216 -0.56737 -1.76306 0.00
H 0.72797 -1.74775 -1.97394 0.00

Entry 10:
29
Properties=species:S:1:pos:R:3:lowdin_spin:R:1 method="wB97M-V/def2-TZVPD" e_lumo_ev="11.41 / 11.41" total_charge=-5 s_squared=6.0046 multiplicity=5 orbital_gap_ev="6.0 / 6.0"
Fe -6.85240 11.90394 -21.33288 3.86
N -4.78663 11.27325 -24.24330 0.00
O -3.54705 11.13892 -24.44303 0.00
O -5.20645 11.35784 -23.08687 0.01
O -5.50430 11.30927 -25.25329 0.00
N -7.67857 13.63715 -24.53515 0.00
O -6.93293 14.59814 -24.81263 0.00
O -8.50787 13.22689 -25.37373 0.00
O -7.65764 13.12423 -23.39720 0.01
N -6.41088 15.31048 -20.85385 0.00
O -5.71813 15.75066 -21.77343 0.00
O -6.85379 14.13963 -20.93679 0.02
O -6.68733 16.03427 -19.87724 0.00
N -9.50247 10.87214 -19.43455 0.00
O -8.45025 11.14767 -20.04686 0.02
O -10.56051 11.50006 -19.62180 0.00
O -9.47071 9.93911 -18.60568 0.00
N -3.85306 12.43320 -19.79397 0.00
O -5.08569 12.27600 -19.84454 0.02
O -3.30622 12.51977 -18.64636 0.00
O -3.14527 12.51374 -20.79388 0.00
N -8.32826 9.53516 -24.02903 0.00
O -7.54903 8.56804 -24.14335 0.00
O -9.07967 9.81253 -24.99404 0.00
O -8.38904 10.19065 -22.98371 0.01
N -5.82761 8.52564 -20.66577 0.00
O -6.25975 8.15544 -19.54584 0.00
O -6.04528 9.70865 -21.01869 0.02
O -5.19298 7.76345 -21.40240 0.00

Entry 11:
16
Properties=species:S:1:pos:R:3:lowdin_charge:R:1 method="wB97M-V/def2-TZVPD" e_lumo_ev=3.37 total_charge=-1 de_lowest_kcal_mol=27.49 orbital_gap_ev=8.3
I -0.23550 -0.10137 -0.12306 0.32
O 3.34050 0.00163 0.19694 -0.07
H 2.42850 -0.26737 0.25994 -0.12
H 3.71250 -0.23437 0.99894 -0.02
O 1.31750 2.20962 2.53894 -0.14
H 1.90250 2.72562 2.01394 -0.01
H 1.00250 1.32962 2.08294 -0.02
O -2.99450 -0.94737 -1.54606 -0.08
H -2.79550 -1.84638 -1.55906 0.00
H -2.33050 -0.57238 -1.10606 -0.29
O 1.28550 -2.79338 -0.51406 -0.16
H 1.08950 -1.85438 -0.50806 -0.26
H 1.92450 -2.86938 -1.18206 -0.02
O -3.30050 2.05562 -0.33006 -0.11
H -3.92250 1.33162 -0.66306 0.06
H -2.42450 1.83263 -0.56006 -0.09

Entry 12:
16
Properties=species:S:1:pos:R:3:lowdin_charge:R:1 method="wB97M-V/def2-TZVPD" e_lumo_ev=3.29 total_charge=-1 de_lowest_kcal_mol=9.53 orbital_gap_ev=8.1
I -0.80070 -0.36605 0.32308 0.00
O -0.77301 -1.38642 -3.19802 -0.13
H -1.41685 -0.96703 -3.77741 0.01
H -0.87311 -0.92085 -2.34299 -0.12
O 0.40361 3.02381 -0.45658 -0.13
H 0.16989 2.08236 -0.32850 -0.12
H -0.01660 3.25801 -1.28942 0.01
O 1.54045 1.13943 2.95092 -0.11
H 0.99707 1.24259 2.14859 -0.05
H 0.96507 1.43966 3.66198 0.02
O 2.85486 -0.06867 0.15106 -0.11
H 3.39301 0.30822 -0.55337 0.02
H 2.05362 -0.38737 -0.29680 -0.06
O -3.00137 -3.15800 0.93829 -0.14
H -2.48979 -2.60321 0.32290 -0.09
H -3.00616 -2.63649 1.74626 0.00

Entry 13:
16
Properties=species:S:1:pos:R:3:lowdin_charge:R:1 method="wB97M-V/def2-TZVPD" e_lumo_ev=3.36 total_charge=-1 de_lowest_kcal_mol=29.14 orbital_gap_ev=7.5
I 0.48732 -1.31037 0.79924 -0.16
O 0.93490 -1.85079 -2.40616 -0.17
H 1.48636 -2.14139 -1.68129 -0.08
H 0.87452 -0.89151 -2.42226 -0.01
O 1.34668 2.10418 1.90994 -0.17
H 0.99257 1.78431 0.98871 0.03
H 2.13157 2.63136 1.66935 0.02
O -3.80722 -0.14052 1.66929 -0.09
H -4.12276 -0.07421 0.70534 0.07
H -3.81266 -1.07501 1.73710 0.00
O 3.56738 0.41740 0.30028 -0.21
H 2.84709 0.35349 0.98705 -0.07
H 3.10828 0.32361 -0.62519 0.06
O -2.21775 -0.22963 -1.44688 -0.11
H -1.70586 -0.62314 -0.75564 -0.13
H -2.11042 0.72222 -1.42888 0.02

Entry 14:
16
Properties=species:S:1:pos:R:3:lowdin_charge:R:1 method="wB97M-V/def2-TZVPD" e_lumo_ev=-3.60 total_charge=+1 de_lowest_kcal_mol=61.22 orbital_gap_ev=11.9
Na -9.88090 5.85793 1.41716 0.24
O -11.26672 6.73421 0.46672 -0.01
H -11.59953 7.50534 0.92588 0.09
H -11.30071 6.97318 -0.45954 0.09
O -9.02197 4.12966 1.25769 -0.03
H -8.10365 3.88143 1.36402 0.10
H -9.39598 3.43775 0.71215 0.09
O -11.31981 4.45935 2.04034 -0.02
H -11.21632 4.22871 2.96355 0.08
H -11.12778 3.64946 1.56766 0.06
O -8.13904 6.88316 0.87760 -0.01
H -7.80237 6.73306 1.76097 0.05
H -7.51662 6.43574 0.30432 0.09
O -9.55105 6.68442 3.01274 -0.02
H -10.04367 6.55982 3.82393 0.11
H -8.75217 7.13649 3.28415 0.09

Entry 15:
26
Properties=species:S:1:pos:R:3:lowdin_charge:R:1 method="wB97M-V/def2-TZVPD" e_lumo_ev=4.03 total_charge=-2 orbital_gap_ev=5.6
Pb -3.57341 -23.10153 -11.34879 1.57
S -1.77317 -21.78564 -8.28521 0.27
O -1.61243 -22.98986 -7.43142 -0.45
O -2.29767 -20.64419 -7.54306 -0.40
O -0.46061 -21.45996 -8.96148 -0.46
O -2.78159 -22.19142 -9.36899 -0.59
S -6.22866 -21.30949 -11.61067 0.27
O -5.68268 -22.51499 -10.81847 -0.58
O -6.94494 -20.39048 -10.70422 -0.40
O -5.01583 -20.71839 -12.26708 -0.47
O -7.13151 -21.92358 -12.63612 -0.46
O -3.19204 -22.11941 -13.79263 -0.15
H -2.68989 -21.30549 -13.92528 0.05
H -3.39793 -22.45555 -14.67237 0.05
O -5.54116 -24.85312 -12.21515 -0.14
H -6.35800 -24.31603 -12.29752 0.05
H -5.80225 -25.77958 -12.26823 0.03
O -0.81292 -22.42881 -11.73110 -0.20
H -0.58822 -22.20251 -10.72984 0.05
H -0.43889 -21.66988 -12.18538 0.02
O -2.36184 -25.56791 -12.20869 -0.13
H -2.58527 -26.28854 -12.81078 0.04
H -1.46546 -25.75226 -11.89278 0.05
O -4.21013 -24.79967 -9.28028 -0.10
H -4.59263 -25.66553 -9.45650 0.04
H -3.62583 -24.89986 -8.51305 0.06

Entry 16:
15
Properties=species:S:1:pos:R:3:lowdin_spin:R:1 method="wB97M-V/def2-TZVPD" e_lumo_ev="4.01 / 3.91" total_charge=-1 de_lowest_kcal_mol=1.50 s_squared=0.7505 multiplicity=2 orbital_gap_ev="2.8 / 11.2"
O 0.01408 -2.24185 0.70695 0.09
O -1.64914 -0.31704 1.67588 0.09
O -0.51762 1.94155 0.79890 0.12
O 0.75870 1.67417 -1.58070 0.20
O 1.38455 -1.03703 -1.35646 0.17
H 0.57913 -2.25323 1.48787 0.03
H -2.51898 -0.17575 1.28393 0.03
H 0.16119 2.46535 1.26095 0.04
H 0.25355 1.76484 -2.40370 0.09
H 1.53940 -1.74562 -1.99820 0.05
H -0.75476 -1.67767 0.96926 0.01
H -1.14113 0.50585 1.42749 0.01
H -0.09481 1.75196 -0.08202 0.02
H 1.13684 0.76696 -1.56935 0.02
H 0.84900 -1.42247 -0.62080 0.02

Entry 17:
15
Properties=species:S:1:pos:R:3:lowdin_charge:R:1 method="wB97M-V/def2-TZVPD" e_lumo_ev=0.18 smiles=O.O.O.O.O de_lowest_kcal_mol=55.76 orbital_gap_ev=10.7
O 0.22487 1.93353 3.11793 -0.06
H 0.82687 1.45453 2.64393 -0.05
H -0.48913 2.40353 2.55493 0.10
O -2.36713 -0.25247 1.51293 -0.07
H -1.61813 0.01153 0.93893 0.00
H -2.16713 -0.79447 2.24593 0.00
O 0.19687 0.29453 0.13793 0.01
H 0.86887 -0.42947 0.17293 0.06
H 0.24587 0.47553 -0.70007 -0.09
O -0.22213 0.99553 -2.84907 -0.11
H -0.83713 1.33853 -3.56207 0.07
H -0.32313 0.04753 -3.23107 0.09
O 1.70487 -2.30347 -0.79907 0.08
H 1.34787 -2.74947 -1.43407 -0.05
H 2.60787 -2.42547 -0.75007 0.02

Entry 18:
15
Properties=species:S:1:pos:R:3:lowdin_charge:R:1 method="wB97M-V/def2-TZVPD" e_lumo_ev=0.45 smiles=O.O.O.O.O de_lowest_kcal_mol=76.58 orbital_gap_ev=10.7
O 24.61404 4.25176 -18.54097 -0.02
H 23.98202 4.14046 -19.25118 0.08
H 25.38220 4.63802 -18.96165 0.08
O 24.87423 6.98588 -16.94784 -0.08
H 24.40923 6.34880 -16.40549 -0.10
H 24.26531 7.71966 -17.03154 0.04
O 23.43076 6.25324 -15.48788 -0.04
H 23.01937 7.01809 -15.08539 0.09
H 22.70301 5.76222 -15.86935 0.04
O 23.01058 5.21359 -17.28782 -0.10
H 22.82023 4.28977 -17.45077 0.07
H 23.79203 5.39343 -17.81053 -0.02
O 23.65426 7.13744 -19.82729 -0.05
H 24.25658 7.44499 -20.50468 0.04
H 24.21570 6.69855 -19.18822 -0.02

Entry 19:
15
Properties=species:S:1:pos:R:3:lowdin_charge:R:1 method="wB97M-V/def2-TZVPD" e_lumo_ev=-6.32 de_lowest_kcal_mol=254.51 orbital_gap_ev=4.3
O -1.50564 0.85692 1.67505 0.06
O -1.82706 -0.61397 -0.47451 -0.09
O -0.37210 1.20447 -1.66686 0.08
O 0.97379 1.31299 0.89725 -0.12
O 1.88410 0.05516 -0.96866 -0.01
H -1.60267 0.24620 0.93384 -0.03
H -2.37055 -1.13229 -1.07544 0.03
H 0.34839 1.14695 -1.02260 -0.01
H 1.56803 1.64222 1.61082 0.06
H -0.55022 0.91524 1.71460 -0.01
H -0.04987 -3.32409 0.13262 0.00
H -1.05672 0.63003 -1.25005 -0.01
H 0.02343 -3.78198 0.69595 0.01
H 1.71026 0.82958 -0.33576 -0.02
H 2.82681 0.01257 -0.86625 0.05

Entry 20:
15
Properties=species:S:1:pos:R:3:lowdin_charge:R:1 method="wB97M-V/def2-TZVPD" e_lumo_ev=0.31 smiles=O.O.O.O.O de_lowest_kcal_mol=26.61 orbital_gap_ev=10.7
O -0.03751 -1.12375 -2.12833 0.00
H -0.62481 -0.38897 -1.98381 0.02
H -0.04713 -1.23424 -3.02934 0.01
O -1.05842 0.85561 -0.39200 -0.07
H -1.40135 0.15912 0.16018 0.03
H -1.80819 1.45468 -0.17103 0.10
O 0.78148 -1.52082 0.40889 -0.08
H 0.70732 -1.54924 -0.60360 0.05
H 1.17721 -0.71163 0.59135 -0.05
O 1.32344 1.23347 0.65117 -0.08
H 2.09226 1.81135 0.61211 0.06
H 0.59626 1.63009 0.09717 0.05
O -1.01043 -0.28557 2.08449 -0.12
H -0.22210 -0.87198 1.89881 0.03
H -0.46800 0.54186 1.80393 0.05